1.
C6H14Si | wB97M-V/def2-TZVPD

Net charge ... 0
E_tot ... -526.32409 Ha
2S+1 ... 1

Cartesian coordinates (Å):
C  2.694  0.105  0.989
C  1.834  -0.178  0.052
C  2.150  -0.533  -1.355
C  -1.578  -1.770  1.050
C  -1.018  2.173  -0.985
C  -2.098  -0.540  0.338
Si  -0.878  0.852  0.318
H  2.239  0.559  1.972
H  3.682  -0.111  1.177
H  1.144  -0.977  -1.703
H  2.930  -1.380  -1.481
H  2.606  0.197  -1.919
H  -2.341  -2.546  1.115
H  -0.814  -2.323  0.445
H  -1.147  -1.385  2.017
H  -0.767  1.787  -1.982
H  -2.102  2.738  -1.118
H  -0.308  2.917  -0.811
H  -2.997  -0.052  0.801
H  -2.640  -0.707  -0.651
H  -0.589  1.176  1.732

Mulliken population analysis, charges in e, atoms 1 to 2: atom 1 (C): -0.740, atom 2 (C): 0.149

=====

2.
C26H40HgNO21S3 | wB97M-V/def2-TZVPD

Net charge ... +1
E_tot ... -3996.96066 Ha
2S+1 ... 1

Cartesian coordinates (Å):
Hg  3.938  2.483  -0.498
C  -0.078  0.823  0.418
C  1.419  0.826  0.153
O  1.851  1.939  -0.567
H  -0.366  -0.053  1.007
H  -0.664  0.875  -0.493
H  -0.310  1.588  1.162
H  1.817  -0.152  -0.155
H  1.952  0.804  1.120
C  -1.046  -0.876  -4.643
C  -0.067  -0.667  -3.492
O  1.227  -0.939  -4.016
S  1.148  -2.063  -5.176
O  1.236  -3.354  -4.583
O  1.895  -1.820  -6.348
O  -0.414  -1.805  -5.496
H  -1.029  0.061  -5.207
H  -2.036  -1.125  -4.272
H  -0.295  -1.299  -2.632
H  -0.146  0.371  -3.177
C  -1.329  2.703  6.221
C  0.087  2.395  6.726
O  0.754  1.729  5.630
S  -0.146  1.489  4.355
O  -0.048  0.121  4.003
O  0.105  2.523  3.406
O  -1.525  1.813  5.105
H  -1.502  3.718  5.874
H  -2.057  2.344  6.942
H  0.165  1.682  7.543
H  0.689  3.278  6.926
C  -0.141  4.865  -0.152
C  -0.765  4.605  -1.523
O  -2.107  4.259  -1.177
S  -2.579  5.396  -0.137
O  -3.690  4.973  0.611
O  -2.593  6.678  -0.745
O  -1.225  5.219  0.708
H  0.605  5.661  -0.174
H  0.335  3.995  0.302
H  -0.322  3.720  -1.975
H  -0.660  5.469  -2.176
C  -3.963  0.626  -1.089
C  -3.740  1.514  -2.134
C  -4.708  1.629  -3.123
C  -5.802  0.796  -3.126
C  -5.968  -0.146  -2.118
C  -5.040  -0.270  -1.103
N  -6.919  1.055  -4.029
O  -7.130  2.160  -4.480
O  -7.712  0.138  -4.177
H  -3.201  0.448  -0.336
H  -2.842  2.110  -2.054
H  -4.525  2.292  -3.960
H  -6.750  -0.891  -2.179
H  -5.169  -1.026  -0.341
O  -4.898  -2.436  1.997
C  -3.880  -2.789  1.512
O  -3.818  -3.765  0.534
C  -2.473  -3.937  0.068
C  -1.867  -2.577  0.261
C  -2.529  -2.078  1.521
H  -2.574  -4.234  -0.976
H  -1.919  -4.743  0.552
H  -1.880  -1.908  -0.605
H  -0.771  -2.638  0.332
H  -2.803  -1.025  1.457
H  -2.008  -2.330  2.443
O  4.535  0.414  0.602
C  5.174  -0.225  1.433
O  6.382  -0.657  1.175
C  6.807  -1.700  2.093
C  5.836  -1.552  3.288
C  4.661  -0.788  2.723
H  7.840  -1.573  2.399
H  6.664  -2.672  1.628
H  6.374  -1.081  4.109
H  5.613  -2.553  3.653
H  4.501  0.097  3.346
H  3.741  -1.345  2.557
O  4.978  -4.007  0.987
C  4.281  -3.635  0.084
O  2.942  -3.552  0.117
C  2.417  -3.175  -1.192
C  3.570  -2.453  -1.833
C  4.819  -3.071  -1.241
H  1.598  -2.477  -1.015
H  1.996  -4.064  -1.655
H  3.532  -1.363  -1.772
H  3.685  -2.520  -2.920
H  5.620  -2.371  -1.012
H  5.240  -3.909  -1.796

Mulliken population analysis, charges in e, atoms 1 to 2: atom 1 (Hg): 1.285, atom 2 (C): -0.340

=====

3.
C3H5EuLiO4 | wB97M-V/def2-TZVPD

Net charge ... +1
E_tot ... -1135.83183 Ha
2S+1 ... 7

Cartesian coordinates (Å):
Li  0.566  1.308  1.908
Eu  1.597  1.277  -0.971
O  0.059  2.346  0.182
O  -0.762  0.554  -1.544
O  -0.753  -0.182  0.592
C  0.197  -1.307  0.307
C  1.592  -0.913  -0.109
C  -1.244  0.613  -0.387
H  0.177  -1.781  1.298
H  -0.344  -1.910  -0.434
H  1.933  -1.598  -0.900
H  2.270  -1.003  0.758
O  -2.495  0.945  -0.057
H  -2.793  1.652  -0.643

Mulliken population analysis, charges in e, atoms 1 to 2: atom 1 (Li): 0.893, atom 2 (Eu): 1.506

=====

- 2S+1 of number 3 (C3H5EuLiO4)?
  7

=====

- The highest E_tot belongs to which entry?
  C6H14Si

=====

- Look up the 2S+1 of the second one.
  1